{
  "formula": "C20H21Cl4NO2",
  "method": "ωB97M-V/def2-TZVPD",
  "symbols": ["C", "Cl", "Cl", "Cl", "Cl", "C", "N", "O", "O", "H", "H", "H", "C", "C", "C", "C", "C", "C", "H", "H", "H", "H", "H", "H", "C", "C", "C", "C", "C", "C", "H", "H", "H", "H", "H", "H", "C", "C", "C", "C", "C", "C", "H", "H", "H", "H", "H", "H"],
  "coordinates": [[35.201, -3.127, 3.103], [35.012, -4.794, 2.451], [36.758, -2.473, 2.655], [33.907, -2.014, 2.539], [35.026, -3.195, 4.857], [37.114, -1.153, -0.594], [37.637, -1.504, -1.963], [38.696, -1.035, -2.272], [36.938, -2.204, -2.653], [37.986, -1.237, 0.054], [36.397, -1.894, -0.242], [36.651, -0.176, -0.732], [33.740, -0.111, -1.961], [34.704, 0.699, -2.545], [35.277, 1.689, -1.747], [34.948, 1.809, -0.387], [34.083, 0.929, 0.202], [33.391, -0.003, -0.568], [33.348, -0.872, -2.621], [34.992, 0.505, -3.568], [36.091, 2.268, -2.158], [35.424, 2.649, 0.097], [34.020, 0.936, 1.280], [32.818, -0.751, -0.039], [40.833, 3.792, -5.109], [41.785, 4.285, -4.259], [41.898, 3.882, -2.946], [41.200, 2.776, -2.472], [40.333, 2.156, -3.386], [40.090, 2.685, -4.656], [40.719, 4.147, -6.123], [42.283, 5.170, -4.625], [42.523, 4.437, -2.263], [41.299, 2.413, -1.459], [39.766, 1.293, -3.071], [39.420, 2.273, -5.396], [40.727, -0.116, 1.073], [40.857, 1.206, 1.454], [40.446, 1.585, 2.721], [39.925, 0.626, 3.571], [39.785, -0.702, 3.194], [40.167, -1.066, 1.937], [41.115, -0.274, 0.078], [41.355, 1.879, 0.772], [40.419, 2.626, 3.006], [39.645, 0.999, 4.545], [39.352, -1.444, 3.849], [39.986, -2.064, 1.565]],
  "spin_multiplicity": 2,
  "de_lowest_kj_mol": 0.0,
  "homo_ev": [-0.49, -6.53],
  "orbital_gap_ev": [2.89, 8.93],
  "total_charge": -1,
  "e_lumo_ha": [0.0882, 0.0881]
}

---

{
  "formula": "C4H6N2O",
  "method": "ωB97M-V/def2-TZVPD",
  "symbols": ["N", "C", "C", "C", "O", "C", "N", "H", "H", "H", "H", "H", "H"],
  "coordinates": [[-2.159, -1.465, -0.489], [-1.719, -0.430, -0.222], [-1.184, 0.902, 0.082], [0.186, 1.169, -0.536], [1.219, 0.635, 0.326], [1.869, -0.400, -0.091], [2.487, -1.328, -0.415], [-1.114, 1.027, 1.168], [-1.897, 1.646, -0.288], [0.280, 0.743, -1.538], [0.372, 2.244, -0.576], [0.828, -2.242, 1.041], [0.182, -1.983, 1.306]],
  "smiles": "N#CCCOC#N.[H][H]",
  "de_lowest_kj_mol": 309.9,
  "homo_ev": -11.05,
  "orbital_gap_ev": 11.41,
  "total_charge": 0,
  "e_lumo_ha": 0.0132
}

---

{
  "formula": "C3H9NO2Si",
  "method": "ωB97M-V/def2-TZVPD",
  "symbols": ["O", "Si", "C", "C", "C", "N", "H", "H", "H", "H", "H", "H", "H", "O", "H", "H"],
  "coordinates": [[1.881, -0.794, -1.732], [0.827, -0.111, -0.863], [0.858, 1.432, 0.053], [-0.367, 1.313, 1.041], [-1.536, 0.713, 0.291], [-0.789, -0.432, -0.407], [0.825, 2.331, -0.590], [1.841, 1.550, 0.667], [-0.663, 2.223, 1.558], [0.073, 0.497, 1.660], [-2.087, 0.059, 0.940], [-2.116, 1.416, -0.353], [-1.278, -1.105, -1.017], [0.555, -3.208, -0.407], [0.899, -2.623, 0.279], [1.077, -3.261, -1.121]],
  "smiles": "O=[Si]1CCCN1.O",
  "de_lowest_kj_mol": 267.0,
  "homo_ev": -9.92,
  "orbital_gap_ev": 10.30,
  "total_charge": 0,
  "e_lumo_ha": 0.0139
}

---

{
  "formula": "C15H14ClN3O6Se3TeV",
  "method": "ωB97M-V/def2-TZVPD",
  "symbols": ["V", "O", "C", "O", "C", "C", "C", "C", "C", "N", "C", "O", "O", "H", "H", "H", "H", "Se", "Se", "Te", "Se", "N", "C", "C", "C", "O", "O", "H", "H", "H", "H", "H", "H", "Cl", "C", "C", "C", "C", "N", "C", "H", "H", "H", "H"],
  "coordinates": [[-0.455, -0.384, -0.686], [1.634, -2.371, -3.506], [0.792, -1.581, -2.783], [0.649, -1.803, -1.533], [0.030, -0.590, -3.393], [-0.066, -0.211, -4.752], [-0.927, 0.792, -5.099], [-1.675, 1.478, -4.092], [-1.517, 1.108, -2.791], [-0.729, 0.064, -2.441], [-2.113, 1.764, -1.569], [-2.815, 2.766, -1.651], [-1.783, 1.159, -0.477], [2.061, -2.959, -2.875], [0.556, -0.724, -5.474], [-1.032, 1.083, -6.138], [-2.348, 2.290, -4.327], [-1.786, -1.016, 1.174], [-2.128, -2.746, 2.549], [-3.125, -4.098, -0.747], [-2.302, -1.761, -0.960], [1.097, -2.394, 1.248], [2.478, -2.166, 0.889], [2.785, -0.669, 0.866], [1.890, 0.098, -0.127], [2.312, 0.318, -1.265], [0.776, 0.558, 0.349], [0.916, -2.276, 2.237], [0.773, -3.321, 1.004], [2.633, -2.574, -0.111], [3.197, -2.661, 1.566], [3.827, -0.521, 0.578], [2.611, -0.240, 1.858], [2.029, 2.356, 5.240], [0.515, 2.147, 4.403], [-0.419, 3.170, 4.405], [-1.600, 2.956, 3.708], [-1.785, 1.744, 3.062], [-0.890, 0.766, 3.092], [0.246, 0.960, 3.746], [-0.217, 4.100, 4.919], [-2.362, 3.723, 3.667], [-2.682, 1.532, 2.489], [0.948, 0.134, 3.751]],
  "spin_multiplicity": 2,
  "de_lowest_kj_mol": 64.2,
  "homo_ev": [-0.31, -0.28],
  "orbital_gap_ev": [4.29, 4.27],
  "total_charge": -2,
  "e_lumo_ha": [0.1465, 0.1465]
}

---

{
  "formula": "C5H8N2",
  "method": "ωB97M-V/def2-TZVPD",
  "symbols": ["H", "N", "C", "C", "C", "C", "N", "C", "H", "H", "H", "H", "H", "H", "H"],
  "coordinates": [[1.792, -1.333, 1.865], [2.433, -0.992, 1.160], [1.432, -0.516, 0.558], [1.113, 0.162, -0.742], [-0.349, 0.101, -0.309], [-1.333, 1.153, -0.640], [-0.699, -1.310, -0.131], [-0.091, -0.543, 0.987], [1.512, 1.179, -0.797], [1.357, -0.408, -1.640], [-0.941, 2.141, -0.374], [-1.520, 1.128, -1.714], [-2.272, 0.995, -0.104], [-1.712, -1.365, -0.006], [-0.722, -0.392, 1.886]],
  "smiles": "[H]/N=C1/C[C@@]2(C)N[C@@H]12",
  "de_lowest_kj_mol": 293.1,
  "homo_ev": -9.18,
  "orbital_gap_ev": 10.06,
  "total_charge": 0,
  "e_lumo_ha": 0.0322
}

---

{
  "formula": "C2H10N2S2",
  "method": "ωB97M-V/def2-TZVPD",
  "symbols": ["C", "S", "S", "H", "H", "H", "H", "N", "C", "N", "H", "H", "H", "H", "H", "H"],
  "coordinates": [[0.263, -3.000, 0.406], [1.799, -1.892, 0.682], [1.433, -1.060, 2.646], [-0.472, -2.883, 1.208], [0.726, -3.978, 0.356], [-0.069, -2.462, -0.460], [0.120, -1.322, 2.913], [0.298, 0.786, -0.420], [-0.838, 1.682, -0.763], [-0.469, 3.040, -1.034], [0.114, -0.060, -0.945], [1.181, 1.174, -0.719], [-1.545, 1.306, -1.513], [-1.390, 1.642, 0.192], [-0.113, 3.278, -1.944], [-1.036, 3.746, -0.607]],
  "spin_multiplicity": 2,
  "de_lowest_kj_mol": 160.2,
  "homo_ev": [0.31, -2.86],
  "orbital_gap_ev": [3.11, 6.26],
  "total_charge": -1,
  "e_lumo_ha": [0.1256, 0.1251]
}